{"formula": "C45H105O32P5", "method": "ωB97M-V/def2-TZVPD", "e_tot_ev": -160342.743, "gap_ev": 10.540, "homo_ev": -10.1140, "lumo_energy_ev": 0.426, "total_charge": 0, "smiles": "CCOP(=O)(OCC)OCC.CCOP(=O)(OCC)OCC.CCOP(=O)(OCC)OCC.CCOP(=O)(OCC)OCC.CCOP(=O)(OCC)OCC.CCOC(=O)OC.CCOC(=O)OC.CCOC(=O)OC.COC(=O)OC", "largest_force_ev_per_a": 5.26, "elements": ["C", "C", "O", "P", "O", "O", "C", "C", "O", "C", "C", "H", "H", "H", "H", "H", "H", "H", "H", "H", "H", "H", "H", "H", "H", "H", "C", "C", "O", "P", "O", "O", "C", "C", "O", "C", "C", "H", "H", "H", "H", "H", "H", "H", "H", "H", "H", "H", "H", "H", "H", "H", "C", "C", "O", "P", "O", "O", "C", "C", "O", "C", "C", "H", "H", "H", "H", "H", "H", "H", "H", "H", "H", "H", "H", "H", "H", "H", "C", "C", "O", "P", "O", "O", "C", "C", "O", "C", "C", "H", "H", "H", "H", "H", "H", "H", "H", "H", "H", "H", "H", "H", "H", "H", "C", "C", "O", "P", "O", "O", "C", "C", "O", "C", "C", "H", "H", "H", "H", "H", "H", "H", "H", "H", "H", "H", "H", "H", "H", "H", "C", "C", "O", "C", "O", "O", "C", "H", "H", "H", "H", "H", "H", "H", "H", "C", "C", "O", "C", "O", "O", "C", "H", "H", "H", "H", "H", "H", "H", "H", "C", "C", "O", "C", "O", "O", "C", "H", "H", "H", "H", "H", "H", "H", "H", "C", "O", "C", "O", "O", "C", "H", "H", "H", "H", "H", "H"], "positions_angstrom": [[3.731, -1.458, 5.039], [3.992, -0.805, 3.748], [3.801, -1.699, 2.651], [4.985, -2.446, 1.860], [6.139, -2.899, 2.651], [4.183, -3.598, 1.019], [4.946, -4.572, 0.291], [5.219, -4.055, -1.083], [5.372, -1.445, 0.625], [4.431, -0.758, -0.157], [5.224, 0.036, -1.117], [3.964, -0.774, 5.855], [2.692, -1.788, 5.003], [4.442, -2.281, 5.103], [3.210, -0.054, 3.647], [4.944, -0.276, 3.712], [5.819, -4.887, 0.862], [4.274, -5.419, 0.150], [4.378, -3.621, -1.624], [6.036, -3.335, -1.041], [5.601, -4.724, -1.854], [3.676, -1.468, -0.494], [3.934, -0.020, 0.472], [4.554, 0.598, -1.768], [5.795, 0.719, -0.488], [5.884, -0.703, -1.572], [-3.331, -2.019, -1.543], [-3.594, -2.389, -2.948], [-3.250, -1.290, -3.756], [-3.603, -1.046, -5.334], [-5.051, -1.055, -5.666], [-2.862, 0.386, -5.687], [-3.251, 1.040, -6.869], [-2.181, 2.104, -7.146], [-2.714, -2.162, -6.054], [-1.282, -2.194, -5.869], [-0.663, -3.512, -6.359], [-4.032, -1.254, -1.209], [-3.588, -2.849, -0.885], [-2.341, -1.627, -1.307], [-3.068, -3.270, -3.315], [-4.663, -2.594, -3.011], [-3.216, 0.309, -7.677], [-4.248, 1.448, -6.699], [-1.296, 1.592, -7.523], [-2.453, 2.763, -7.970], [-1.974, 2.591, -6.193], [-0.804, -1.413, -6.461], [-1.054, -1.968, -4.828], [-1.038, -4.280, -5.683], [-0.903, -3.660, -7.412], [0.420, -3.612, -6.295], [-1.347, 4.282, 4.589], [-2.396, 4.433, 3.549], [-3.354, 3.468, 3.727], [-4.105, 2.745, 2.499], [-3.262, 1.805, 1.732], [-5.421, 2.160, 3.139], [-6.478, 1.708, 2.414], [-7.687, 2.592, 2.572], [-4.598, 4.106, 1.713], [-4.518, 4.089, 0.344], [-5.118, 5.378, -0.250], [-0.868, 3.303, 4.559], [-0.648, 5.107, 4.452], [-1.655, 4.238, 5.634], [-2.827, 5.432, 3.618], [-2.009, 4.536, 2.535], [-6.308, 1.714, 1.338], [-6.736, 0.667, 2.609], [-7.393, 3.630, 2.419], [-8.456, 2.378, 1.830], [-8.107, 2.320, 3.541], [-3.441, 4.040, 0.184], [-4.968, 3.203, -0.103], [-4.584, 6.248, 0.133], [-5.013, 5.365, -1.335], [-6.185, 5.564, -0.126], [-4.013, 4.351, -4.200], [-2.932, 3.579, -3.439], [-1.657, 4.059, -3.651], [-0.947, 4.981, -2.451], [-1.974, 5.676, -1.590], [0.058, 3.897, -1.739], [0.847, 3.007, -2.487], [2.137, 2.692, -1.780], [0.068, 5.955, -3.277], [0.829, 6.933, -2.647], [1.679, 7.441, -3.809], [-3.836, 4.266, -5.272], [-4.954, 3.849, -3.974], [-4.119, 5.415, -3.987], [-3.142, 3.578, -2.369], [-2.886, 2.523, -3.707], [0.244, 2.136, -2.744], [1.149, 3.462, -3.431], [2.800, 3.557, -1.785], [2.004, 2.344, -0.756], [2.737, 1.921, -2.263], [0.085, 7.622, -2.248], [1.484, 6.483, -1.901], [0.990, 7.838, -4.555], [2.240, 8.367, -3.682], [2.399, 6.717, -4.190], [1.418, -4.528, 3.747], [0.132, -5.071, 4.420], [0.072, -4.291, 5.580], [-1.293, -3.574, 6.099], [-2.456, -4.519, 6.186], [-0.843, -2.916, 7.448], [-1.786, -2.199, 8.250], [-1.676, -2.467, 9.726], [-1.471, -2.371, 5.058], [-2.643, -1.509, 5.021], [-2.112, -0.080, 4.743], [1.644, -5.110, 2.854], [1.318, -3.448, 3.637], [2.240, -4.600, 4.460], [-0.744, -5.023, 3.773], [0.245, -6.134, 4.629], [-1.581, -1.144, 8.069], [-2.825, -2.382, 7.974], [-1.873, -3.532, 9.849], [-0.732, -2.276, 10.237], [-2.465, -1.972, 10.292], [-3.259, -1.895, 4.209], [-3.194, -1.539, 5.961], [-2.778, 0.699, 5.114], [-1.246, 0.184, 5.351], [-1.877, 0.194, 3.715], [-3.245, -4.418, 2.627], [-3.026, -5.463, 1.560], [-2.556, -4.827, 0.414], [-1.220, -4.814, 0.174], [-0.311, -4.961, 0.998], [-1.087, -4.665, -1.147], [0.216, -4.399, -1.647], [-3.899, -3.642, 2.229], [-2.400, -3.803, 2.936], [-3.805, -4.891, 3.433], [-3.955, -5.956, 1.272], [-2.304, -6.181, 1.948], [0.785, -5.319, -1.515], [0.635, -3.568, -1.079], [0.102, -4.044, -2.671], [6.511, -2.819, -7.189], [5.373, -3.344, -6.377], [4.930, -2.397, -5.358], [3.825, -2.553, -4.583], [2.959, -3.398, -4.723], [3.726, -1.534, -3.872], [2.443, -1.145, -3.368], [7.428, -2.698, -6.613], [6.261, -1.934, -7.774], [6.737, -3.628, -7.884], [5.729, -4.274, -5.934], [4.495, -3.579, -6.978], [2.585, -0.298, -2.697], [1.928, -1.912, -2.789], [1.791, -0.721, -4.132], [1.930, 3.736, 2.468], [2.501, 2.404, 2.192], [3.617, 2.572, 1.284], [4.840, 2.531, 1.719], [5.215, 2.088, 2.822], [5.670, 3.010, 0.740], [7.024, 3.189, 1.109], [0.841, 3.698, 2.510], [2.153, 4.461, 1.685], [2.267, 4.105, 3.437], [1.835, 1.676, 1.727], [2.867, 2.038, 3.152], [7.711, 2.359, 1.271], [6.985, 3.866, 1.962], [7.594, 3.851, 0.458], [-1.423, 1.167, -0.353], [-0.159, 0.558, -0.719], [0.383, -0.429, -0.034], [1.210, -1.210, -0.516], [0.018, -0.367, 1.363], [0.492, -1.367, 2.219], [-1.670, 2.076, -0.901], [-1.306, 1.594, 0.643], [-2.224, 0.428, -0.327], [0.256, -1.076, 3.243], [1.568, -1.483, 2.086], [-0.058, -2.260, 1.923]], "mulliken_charge": [-1.254, 0.104, 0.660, 0.285, -0.813, -0.124, -0.517, -0.921, -0.600, 1.931, -1.379, 0.417, 0.059, 0.353, -0.288, 0.553, 0.408, 0.275, 0.018, 0.274, 0.547, 0.074, -0.693, 0.152, 0.172, 0.385, -0.504, -0.448, 0.296, 0.178, -0.799, 0.153, -0.333, -1.044, -0.375, 0.453, -1.324, 0.452, 0.266, -0.280, 0.362, 0.280, 0.428, 0.301, 0.366, 0.375, 0.057, 0.168, 0.006, 0.329, 0.359, 0.301, -1.346, 0.138, -0.355, -0.384, 0.525, -0.261, -0.139, -1.260, -0.275, 0.419, -1.283, 0.167, 0.415, 0.374, 0.303, 0.146, 0.160, 0.454, 0.303, 0.375, 0.328, -0.055, 0.341, 0.310, 0.173, 0.419, -1.690, 0.990, -0.195, 0.135, -0.650, 0.336, 0.089, -0.995, -0.153, 0.037, -1.292, 0.375, 0.403, 0.357, -0.583, 0.185, -0.070, 0.697, 0.521, -0.021, 0.040, 0.277, 0.156, 0.311, 0.412, 0.281, -0.711, 0.144, -0.362, 0.675, -0.778, -0.300, -0.014, -1.458, 0.366, -0.261, -0.989, 0.445, -0.415, 0.544, -0.294, 0.436, 0.216, 0.336, 0.360, 0.326, 0.374, 0.070, 0.308, 0.608, 0.430, -0.020, -0.638, -0.455, -0.298, 0.839, -0.603, -0.383, -0.005, 0.470, -0.343, 0.422, 0.416, 0.325, 0.380, -0.143, 0.005, -1.221, -0.174, -0.272, 0.842, -0.625, -0.373, -0.247, 0.312, 0.321, 0.393, 0.262, 0.301, -0.265, 0.106, 0.544, -1.572, 0.537, 0.202, 0.686, -0.633, -0.322, -0.847, 0.102, 0.397, 0.408, -0.370, 0.540, 0.301, 0.363, 0.288, -0.229, 0.663, -0.229, -0.395, 0.276, -0.210, -0.607, 0.422, 0.098, 0.340, -0.461, 0.278]}